Entry 1:
Formula: C8H36Ba2N2O8
Source: the Open Molecules 2025 dataset
Level of theory: wB97M-V/def2-TZVPD

- HOMO-LUMO gap (eV) = 2.1
- ΔE to the lowest compared entry with this formula, charge and spin (kJ/mol) = 201.0
- charge = +4
- HOMO (eV) = -17.3

Geometry (Å):
H -0.5966 0.6246 -0.9823
H -0.3296 1.1267 1.2715
O 1.7029 1.2040 1.5481
H -2.3079 3.5529 0.3112
H -3.0849 0.9542 -3.9424
H 4.7121 -2.7023 1.3727
C 0.8149 -2.7467 -1.4362
H 1.1024 0.4066 -1.3103
H -0.8010 3.2258 -0.3795
H 5.1665 -1.1666 2.1655
C 0.5631 0.7168 0.7992
H 0.4261 -0.3521 0.9626
H -2.8689 -0.9912 2.5434
C -2.8172 -1.2558 1.4873
H -1.8045 -1.2483 1.0841
H -0.9506 1.1415 -4.2325
H -4.5968 -1.1189 0.6496
Ba 0.8630 4.8876 -2.7137
H 0.2566 -3.6812 -1.3793
C 0.3501 -3.3720 2.7582
H -3.0565 -2.3188 1.4574
H -1.7921 4.2718 -1.0533
H 1.4122 1.7081 4.9875
H 0.5237 0.8897 -5.1875
O -3.5131 0.0980 -3.8705
O 0.5415 2.3466 -1.2764
H 2.5427 -2.3151 -0.7171
H -0.5924 2.2327 -5.6081
H 0.7802 -2.4240 3.0815
O 0.4128 2.5814 -4.0492
H 3.0735 -0.4630 1.0449
H 0.5454 -2.0573 -0.6360
C 4.3402 -1.7588 1.7722
H 1.2143 1.7405 3.2929
H -3.2432 -1.6538 -2.6485
H -0.0294 2.0507 4.2207
Ba 2.9753 3.3464 0.4025
H -0.5672 -4.9274 3.2443
H 0.3254 -2.2756 -2.2885
H 3.6155 -1.7911 2.5857
H -1.0626 4.6621 0.3896
H 1.1602 -4.0547 2.5018
O -3.8212 -0.5589 0.7298
C -3.0494 -0.5823 -2.6981
H 0.5967 2.1091 -3.2339
H 1.3772 3.0699 4.1489
O -0.4223 -4.0760 3.6635
O 3.7193 -1.0808 0.6943
H -1.9756 -0.4464 -2.5697
N -1.4922 3.9264 -0.1528
N 0.9758 2.1439 4.1876
C 0.3940 1.0125 -0.7453
H -3.6348 -0.1812 -1.8707
C -0.1645 1.6405 -4.7992
O 2.2047 -2.9262 -1.3758
H -0.1137 -3.1442 1.7985

Entry 2:
Formula: C20H29DyF6N8O6S2
Source: the Open Molecules 2025 dataset
Level of theory: wB97M-V/def2-TZVPD

- multiplicity = 6
- HOMO-LUMO gap (spin up / spin down) (eV) = 9.0 / 9.0
- ΔE to the lowest compared entry with this formula, charge and spin (kJ/mol) = 55.7
- charge = +2
- HOMO (spin up / spin down) (eV) = -14.2 / -14.2

Geometry (Å):
F -0.5351 -1.1048 -2.7251
S -2.8088 -2.0036 -1.5619
H 3.0742 0.5524 -1.8930
H 1.0658 4.2437 -0.9312
C 4.1894 0.2176 -0.0227
C -1.0451 3.4256 1.5239
O -2.7364 0.6117 0.2517
N 0.0748 0.1010 2.0205
H 2.4084 -6.8124 -0.5540
C 2.3484 0.2028 1.1799
C -2.1119 5.3389 0.1221
C -4.3997 1.8190 -1.5431
H -1.4741 2.4494 1.7274
O -0.0786 2.2014 -0.3355
H -2.0553 4.6761 -0.7461
C 1.1408 -5.4200 0.4825
S -3.0895 0.5562 -1.1600
C 0.3967 0.0791 4.2285
O -1.8985 0.8547 -1.9497
H -1.1350 7.1496 0.7855
C 1.1071 -3.1830 -0.5833
H 1.4146 -5.6949 1.5015
C -0.9452 6.3261 0.0952
H -3.1299 3.9871 1.4314
H -3.0432 5.8963 0.0199
C 0.3805 5.6687 0.4994
H 1.4731 -3.1885 -3.7020
N 0.8417 -3.9873 0.4712
H 3.1992 -5.2917 -0.1239
H 5.2418 0.1744 -0.2426
C -0.1782 3.2823 0.2971
O -1.8407 -1.7738 -0.4790
C -2.1689 4.4967 1.4008
N 1.9647 0.3939 -0.0717
C 3.1029 0.4009 -0.8271
H 0.3071 0.0613 5.3004
N -3.7775 -0.7680 -1.6451
H 1.2239 6.2697 0.1693
H 4.2582 -0.0775 2.0624
Dy -0.4832 -0.0619 -0.3788
H 1.8342 -1.8428 -2.6010
F -1.1879 -3.0911 -3.3081
N 1.6085 0.1200 3.5868
H 0.9976 -5.6221 -2.2155
H -2.1338 5.1565 2.2681
N 0.5311 4.3338 -0.0793
H 2.5008 0.1482 4.0525
C -1.6391 -1.8808 -3.0505
H 0.2421 -5.9844 0.2162
N 1.6837 -3.7079 -1.6787
H -0.7095 -4.1819 1.8543
H 0.7900 -3.5060 2.5162
C 1.9017 -5.1454 -1.8247
H -0.3825 3.6763 2.3561
F -3.9940 2.9771 -1.0541
H -1.6170 0.0423 3.3393
O -3.4112 -3.2715 -1.6601
F -2.2033 -1.3597 -4.1059
H 0.4456 5.5869 1.5847
C 0.1282 -3.5146 1.6468
H 2.6992 -5.2939 -2.5501
C 2.2672 -5.7359 -0.4784
H -0.8633 6.7516 -0.9063
F -4.5084 1.8801 -2.8515
C -0.5445 0.0700 3.2458
O 0.8439 -1.9411 -0.5479
N 3.6946 0.0879 1.2454
C 1.3833 0.1332 2.2580
F -5.5223 1.4445 -0.9761
H 3.1041 -2.9950 -3.0395
C 2.0409 -2.8822 -2.8220
H -0.2584 -2.5216 1.4847

Entry 3:
Formula: C3H9NO3
Source: the Open Molecules 2025 dataset
Level of theory: wB97M-V/def2-TZVPD

- structure (SMILES) = C[C@H](N)C(=O)O.O
- HOMO-LUMO gap (eV) = 10.2
- ΔE to the lowest compared entry with this formula, charge and spin (kJ/mol) = 109.2
- HOMO (eV) = -9.7

Geometry (Å):
C -1.1487 1.2006 0.3092
O -0.3735 -1.5909 -1.2982
H -0.8623 1.3690 1.3351
H -1.1937 -2.0320 -1.5541
H 0.4480 2.6045 -0.7459
O -1.1780 0.1187 -2.5308
N 0.7401 1.7588 -1.1621
H -1.3966 2.1907 -0.0815
C -0.5984 -0.2523 -1.5570
H 1.7440 1.6895 -1.0790
C 0.0444 0.6462 -0.5139
H 2.4493 -2.9770 3.0802
H 0.6986 0.0746 0.1411
O 1.5646 -2.6055 3.1450
H 1.1265 -2.8218 2.3224
H -2.0642 0.6268 0.1897